(1)
DFT (ωB97M-V/def2-TZVPD) results for a cluster of 7 separate species, C28H59BNO14 in total.

The HOMO-LUMO gap is 5.925 eV. For the calculated total energy, the calculation gives -2235.3478 Eh. The total charge is -1. As for the spin multiplicity: 1.

Each line ends with the Mulliken charge.
Cartesian coordinates (Å):
N 2.8166 1.2721 0.1742  -0.1838
C 2.5588 2.3373 -0.7909  -0.1764
C 1.1073 2.8374 -0.9811  -0.6997
B -0.1532 1.9746 -0.4538  1.0407
O -0.8809 1.3021 -1.5902  -0.6465
C -2.1155 0.9617 -1.0238  -0.2356
C -2.3497 2.0090 0.1053  -0.2340
O -1.2459 2.8617 0.0894  -0.8214
H 2.4341 0.3799 -0.1077  0.0088
H 2.4503 1.5064 1.0860  0.1920
H 3.1996 3.1799 -0.5007  0.3652
H 2.9675 1.9829 -1.7439  -0.1293
H 1.0157 3.8401 -0.5459  0.2174
H 0.9234 2.9764 -2.0518  0.1328
H 0.1206 1.1032 0.4230  -0.3578
H -2.0987 -0.0444 -0.5758  0.2398
H -2.8942 0.9796 -1.7984  0.0765
H -2.4563 1.4766 1.0648  0.2447
H -3.2727 2.5876 -0.0531  0.0459
O -5.8909 -0.1652 -0.1222  -0.5668
C -6.5310 0.8117 -0.3823  0.8176
O -6.9148 1.6135 0.6474  -0.3760
C -7.5415 2.8787 0.4309  -0.4364
C -9.0363 2.7566 0.2102  -0.8839
C -6.9782 1.1347 -1.7884  -0.7766
H -7.0536 3.4145 -0.3841  0.3381
H -7.3356 3.4326 1.3459  0.3664
H -9.2625 2.1964 -0.6973  0.1835
H -9.4821 3.7482 0.1177  0.3492
H -9.4972 2.2465 1.0566  0.2898
H -7.8653 0.5383 -2.0076  0.0560
H -6.1894 0.8277 -2.4699  0.2832
H -7.2149 2.1786 -1.9694  0.3430
O -10.1201 -0.1027 -4.0235  -0.5612
C -10.5402 -0.9636 -3.3003  0.8004
O -9.7429 -2.0181 -3.0340  -0.3560
C -10.0807 -3.0209 -2.0666  -0.4050
C -10.9819 -4.0927 -2.6407  -0.9807
C -11.9406 -0.9051 -2.7293  -1.0218
H -10.5081 -2.5606 -1.1748  0.3467
H -9.1169 -3.4386 -1.7819  0.3496
H -11.9476 -3.6886 -2.9451  0.2727
H -11.1565 -4.8679 -1.8936  0.3550
H -10.5106 -4.5499 -3.5104  0.3019
H -12.6268 -1.2670 -3.4958  0.2551
H -12.1702 0.1391 -2.5357  0.3109
H -12.0929 -1.4881 -1.8262  0.3439
O 2.9554 -2.0249 0.0752  -0.5847
C 3.2963 -2.0988 1.2282  0.8260
O 4.3278 -1.3415 1.6134  -0.1444
C 4.7920 -1.2024 2.9530  -0.1239
C 5.7623 -2.2933 3.3454  -1.0566
C 2.6093 -3.0286 2.2003  -1.3668
H 3.9574 -1.1217 3.6538  0.3581
H 5.2993 -0.2385 2.9299  0.0384
H 5.2833 -3.2742 3.3565  0.3353
H 6.1598 -2.0981 4.3428  0.3331
H 6.5897 -2.3058 2.6358  0.2673
H 3.0158 -4.0293 2.0494  0.2862
H 1.5536 -3.0419 1.9439  0.3451
H 2.7319 -2.7581 3.2466  0.3829
O 8.4646 -0.8316 1.4049  -0.6176
C 8.0581 -0.2742 0.4119  0.8327
O 6.8125 0.2019 0.4009  -0.3228
C 6.2299 0.9147 -0.7173  -0.3568
C 5.6725 -0.0499 -1.7351  -0.2486
C 8.9098 -0.1673 -0.8344  -1.0822
H 6.9627 1.6113 -1.1259  0.4189
H 5.4130 1.4853 -0.2778  0.0829
H 6.4414 -0.7052 -2.1514  0.3730
H 5.2066 0.4806 -2.5663  0.0184
H 4.9152 -0.6609 -1.2404  0.0017
H 8.8127 -1.1067 -1.3796  0.2591
H 9.9466 -0.0591 -0.5263  0.3447
H 8.6270 0.6405 -1.5000  0.3353
O 3.8677 1.0087 -4.4576  -0.6248
C 2.8703 0.3450 -4.5507  0.8743
O 3.0219 -1.0017 -4.6304  -0.4013
C 1.8998 -1.8899 -4.5511  -0.2784
C 1.2068 -2.0677 -5.8862  -1.0561
C 1.4953 0.9558 -4.6074  -1.0291
H 1.2097 -1.5630 -3.7738  0.3033
H 2.3368 -2.8309 -4.2193  0.3513
H 0.7738 -1.1321 -6.2385  0.2840
H 0.4034 -2.7998 -5.7920  0.3570
H 1.9166 -2.4236 -6.6340  0.3093
H 1.3099 1.2539 -5.6417  0.2920
H 1.5035 1.8513 -3.9958  0.1702
H 0.6859 0.3128 -4.2792  0.3992
O 4.1012 -1.6314 7.9130  -0.5726
C 4.5790 -0.5583 7.6666  0.7701
O 4.2843 0.0216 6.4854  -0.3697
C 4.7320 1.3427 6.1395  -0.5133
C 6.1453 1.3323 5.6026  -0.7255
C 5.5362 0.1208 8.6225  -0.9537
H 4.6149 2.0180 6.9879  0.3770
H 4.0295 1.6626 5.3721  0.3760
H 6.8631 0.9879 6.3479  0.2762
H 6.4453 2.3290 5.2783  0.3628
H 6.2059 0.6632 4.7451  0.1203
H 6.5262 -0.3050 8.4550  0.2515
H 5.2261 -0.1355 9.6318  0.3112
H 5.6050 1.1987 8.5174  0.3261

---

(2)
DFT (ωB97M-V/def2-TZVPD) results for a cluster of 14 separate species, C28H59Cl26IOSi in total at a distorted geometry.

The HOMO-LUMO gap is 9.091 eV. For the calculated total energy, the calculation gives -13729.6679 Eh. The total charge is 0. As for the spin multiplicity: 1.

Each line ends with the Mulliken charge.
Cartesian coordinates (Å):
C -0.5363 0.8715 1.8339  0.0439
O -1.2422 2.0630 2.3871  -0.3278
C -2.6005 2.1829 1.7857  0.4769
Si -3.8377 0.8194 2.3820  0.4251
I -3.3727 -1.4521 1.5098  -0.0928
H 0.6438 1.0385 1.7614  -0.4013
H -0.6588 -0.0122 2.6266  0.1586
H -0.9916 0.5368 0.7823  0.2908
H -2.5782 2.1902 0.5988  0.3124
H -3.0832 3.2256 2.1095  -0.6590
H -5.1703 1.2213 1.8646  -0.1479
H -3.9934 0.8164 3.8591  -0.0967
Cl 1.7825 1.7030 4.7881  -0.1769
C 3.4152 1.9924 4.1369  -0.0211
C 3.4244 2.0579 2.6180  -0.5701
Cl 3.0799 0.4764 1.8739  -0.1398
H 4.0746 1.2024 4.5103  0.3656
H 3.7566 2.9450 4.5519  -0.1140
H 4.4137 2.3645 2.2654  0.4908
H 2.6910 2.7776 2.2410  0.1132
Cl 0.9989 0.2029 -2.5141  -0.2091
C 2.4564 -0.4420 -1.7185  0.2147
C 3.7264 -0.0987 -2.4807  -0.5093
Cl 3.8294 -0.9570 -4.0382  -0.1421
H 2.3325 -1.5241 -1.6083  0.3084
H 2.4923 -0.0001 -0.7186  -0.2674
H 4.6022 -0.3969 -1.8967  0.2994
H 3.7997 0.9752 -2.6792  0.3491
Cl -7.1837 -2.1552 5.8123  -0.2250
C -6.4172 -3.5505 5.0130  -0.1715
C -6.5015 -3.4620 3.4976  -0.1089
Cl -8.1700 -3.6549 2.9039  -0.2116
H -6.8924 -4.4615 5.3907  0.1864
H -5.3694 -3.5581 5.3269  0.1529
H -5.9102 -4.2637 3.0451  0.2242
H -6.1177 -2.5062 3.1275  0.0847
Cl -0.0172 -3.6215 -5.1868  -0.2174
C 1.6154 -3.3322 -5.8381  0.1584
C 1.6246 -3.2666 -7.3570  -0.3865
Cl 1.2801 -4.8481 -8.1011  -0.2143
H 2.2749 -4.1221 -5.4646  0.1435
H 1.9569 -2.3795 -5.4231  -0.0086
H 2.6139 -2.9600 -7.7096  0.1078
H 0.8913 -2.5469 -7.7340  0.4061
Cl 5.1165 -4.0247 -4.3177  -0.0987
C 5.8831 -5.4200 -5.1170  -0.6132
C 5.7987 -5.3314 -6.6325  -0.1554
Cl 4.1302 -5.5243 -7.2261  -0.0751
H 5.4079 -6.3309 -4.7393  0.3266
H 6.9308 -5.4275 -4.8031  0.3646
H 6.3900 -6.1332 -7.0849  0.3471
H 6.1825 -4.3756 -7.0026  -0.0420
Cl -5.1761 4.8617 2.2083  -0.2086
C -3.9478 6.0374 2.7396  -0.4264
C -3.7501 7.1571 1.7303  0.3210
Cl -2.9854 6.5817 0.2278  -0.1977
H -3.0160 5.4939 2.9265  0.2641
H -4.2967 6.4513 3.6900  0.3824
H -3.0890 7.9220 2.1488  -0.4164
H -4.6989 7.6349 1.4671  0.3190
Cl -5.9020 -6.7038 6.6474  -0.1697
C -4.2274 -7.1975 6.2935  -0.3856
C -3.3233 -6.0065 6.0186  -0.5244
Cl -3.7276 -5.1943 4.4854  -0.1479
H -4.2495 -7.8908 5.4466  0.3036
H -3.8668 -7.7429 7.1703  0.3123
H -2.2846 -6.3398 5.9355  0.3341
H -3.3790 -5.2643 6.8210  0.3210
Cl 2.6224 4.6201 2.3116  -0.0931
C 3.2030 6.2044 2.8829  -0.5678
C 4.6803 6.1795 3.2414  -0.4388
Cl 5.0043 5.1993 4.6932  -0.1976
H 2.5862 6.5046 3.7360  0.3254
H 3.0298 6.9160 2.0706  0.3327
H 5.0264 7.1940 3.4610  0.3506
H 5.2875 5.7833 2.4216  0.3015
Cl 3.3473 -2.6556 1.4856  -0.1075
C 2.9521 -3.5981 2.9447  -0.5268
C 3.5098 -2.9619 4.2079  -0.2468
Cl 5.2883 -3.0399 4.2722  -0.1908
H 3.3310 -4.6156 2.8047  0.3534
H 1.8610 -3.6465 3.0037  0.2620
H 3.1378 -3.4952 5.0879  0.3220
H 3.2125 -1.9122 4.2958  0.1539
Cl -6.2071 -2.5331 10.5684  -0.1980
C -6.6881 -1.3035 9.3725  -0.2253
C -7.5492 -0.2112 9.9863  -0.4137
Cl -9.1572 -0.8106 10.4645  -0.1857
H -7.2054 -1.8116 8.5524  0.1111
H -5.7653 -0.8703 8.9761  0.3033
H -7.7135 0.5868 9.2560  0.2936
H -7.0743 0.2284 10.8690  0.3210
Cl 0.2039 -1.3712 -13.5326  -0.2050
C 0.9239 -2.5239 -12.3809  -0.2164
C 0.2045 -2.5228 -11.0416  -0.0486
Cl 0.4554 -1.0047 -10.1439  -0.1962
H 1.9841 -2.2748 -12.2693  -0.0594
H 0.8536 -3.5144 -12.8396  0.3290
H 0.5905 -3.3300 -10.4119  -0.0508
H -0.8731 -2.6717 -11.1626  0.3968
Cl -1.9607 9.7535 3.0244  -0.2375
C -1.0245 10.8197 1.9473  -0.4266
C -1.9194 11.7248 1.1157  -0.4373
Cl -2.8536 10.8160 -0.0987  -0.1620
H -0.3888 10.1909 1.3158  0.3086
H -0.3761 11.4249 2.5874  0.3214
H -1.3090 12.4491 0.5680  0.2938
H -2.6252 12.2795 1.7418  0.3108
Cl 3.7353 -3.3950 -11.1099  -0.1819
C 4.3159 -1.8107 -10.5386  -0.3568
C 5.7932 -1.8355 -10.1802  -0.6101
Cl 6.1171 -2.8158 -8.7284  -0.1995
H 3.6990 -1.5105 -9.6855  0.2586
H 4.1427 -1.0990 -11.3509  0.4085
H 6.1393 -0.8211 -9.9605  0.3410
H 6.4004 -2.2318 -10.9999  0.3522

---

(3)
DFT (ωB97M-V/def2-TZVPD) results for a structure of composition C28H60BiBrN6O3SSi.

The HOMO-LUMO gap is 9.176 eV. For the calculated total energy, the calculation gives -5133.2285 Eh. Its energy above the lowest of the compared OMol25 structures with the same formula, charge and spin is 0.503 eV. The total charge is +2. As for the spin multiplicity: 1.

Each line ends with the Mulliken charge.
Cartesian coordinates (Å):
Bi -0.0912 0.2053 0.3662  1.7200
C -2.3958 -1.2164 2.0558  -0.3170
C -3.1126 -1.5886 0.7354  -1.0969
N -2.6022 -0.8710 -0.4372  -0.2886
C -3.4735 0.1745 -0.9961  -0.9454
C -2.7134 1.4614 -1.2996  -0.7231
N -1.8208 1.8709 -0.1950  0.1090
C -2.4852 2.3452 1.0320  1.2354
C -2.8972 1.2022 1.9556  -1.4746
N -1.8498 0.1599 2.0508  0.5513
H -1.5667 -1.8988 2.2472  0.0933
H -3.1034 -1.3300 2.8808  0.5267
H -4.1854 -1.4203 0.8420  0.3607
H -2.9912 -2.6616 0.5929  0.5196
H -2.3254 -1.5162 -1.1642  0.3289
H -4.2764 0.3781 -0.2903  0.3173
H -3.9610 -0.1583 -1.9142  0.5594
H -3.4360 2.2547 -1.5136  0.4060
H -2.0916 1.3332 -2.1851  0.3255
H -1.2052 2.6138 -0.5223  0.3193
H -3.3717 2.9372 0.7858  0.6394
H -1.7811 3.0003 1.5460  -1.5529
H -3.8138 0.7291 1.6165  0.3537
H -3.1069 1.6147 2.9421  0.5734
H -1.3084 0.2997 2.9006  -0.4745
N 3.6014 -1.3315 1.0239  -0.5714
C 3.1704 -2.7364 1.0164  -0.1985
C 2.5816 -3.1825 2.3512  -0.9845
C 1.1463 -2.7543 2.6953  -0.7606
C 0.9483 -1.3972 3.3586  -0.7682
N 1.1473 -0.2667 2.4301  1.5366
H 3.8119 -1.0148 0.0850  0.2078
H 4.4582 -1.2287 1.5560  0.2304
H 3.9950 -3.4111 0.7711  0.4565
H 2.4239 -2.8564 0.2247  -0.1413
H 3.2565 -2.8931 3.1637  0.3021
H 2.5887 -4.2742 2.3394  0.4473
H 0.7562 -3.4868 3.4050  0.4865
H 0.5138 -2.8370 1.7993  0.0328
H 1.6295 -1.3054 4.2096  0.5564
H -0.0619 -1.3487 3.7732  0.5722
H 2.0711 -0.3900 1.9883  0.4606
H 1.1839 0.6304 2.9257  -0.0923
C 1.5399 -4.4416 -3.6442  -1.5047
C 1.3111 -2.9598 -3.5623  0.4463
C 1.5940 -2.1155 -4.6374  -0.3826
C 1.3921 -0.7528 -4.5307  -0.7962
C 0.9058 -0.2805 -3.3228  0.2182
Br 0.6160 1.5839 -3.0927  -0.0934
N 0.6234 -1.0385 -2.2847  0.1121
C 0.8255 -2.3593 -2.4141  -0.4589
H 1.0804 -4.8574 -4.5405  0.4098
H 1.1318 -4.9601 -2.7784  0.3758
H 2.6080 -4.6578 -3.6970  0.3397
H 1.9708 -2.5318 -5.5643  0.4721
H 1.5973 -0.0788 -5.3496  0.4565
H 0.5745 -2.9630 -1.5464  0.3775
C -0.6663 5.5575 0.3803  -1.2264
C -0.5855 5.5530 1.9006  1.2035
C 0.3993 6.6033 2.3936  -1.5790
C -1.9526 5.7671 2.5295  -1.5455
O -0.1831 4.2171 2.3141  0.4161
Si 1.1840 3.3531 2.3251  -1.8406
S 1.3832 2.2194 0.4926  -0.5719
O 2.4635 4.3010 2.4295  0.9746
C 3.9098 4.2077 2.3164  1.5371
C 4.2822 4.4115 0.8571  -1.4568
C 4.4630 5.3255 3.1826  -1.6546
C 4.3655 2.8444 2.8186  -1.1565
O 1.0208 2.1830 3.4706  -1.2440
C 0.8509 2.3406 4.9146  1.5760
C 1.3756 3.6915 5.3843  -1.5951
C 1.6383 1.2053 5.5549  -1.6250
C -0.6344 2.2129 5.2095  -1.2889
H -0.8854 6.5612 0.0152  0.5504
H -1.4611 4.8920 0.0295  0.1379
H 0.2831 5.2363 -0.0542  0.2428
H 0.0052 7.5942 2.1687  0.5864
H 1.3698 6.4974 1.9125  0.2477
H 0.5385 6.5307 3.4732  0.3108
H -2.3114 6.7751 2.3214  0.4443
H -1.8932 5.6421 3.6118  0.3303
H -2.6824 5.0578 2.1326  0.2658
H 3.9496 5.3922 0.5142  0.3054
H 3.8248 3.6467 0.2282  0.2368
H 5.3649 4.3556 0.7381  0.4681
H 4.1414 6.2958 2.8033  0.3241
H 5.5529 5.2985 3.1825  0.4720
H 4.1124 5.2219 4.2102  0.3413
H 3.9466 2.0463 2.1984  0.1274
H 4.0536 2.6903 3.8534  0.1728
H 5.4527 2.7772 2.7782  0.6404
H 2.4420 3.7909 5.1794  0.2733
H 1.2232 3.7881 6.4588  0.6269
H 0.8476 4.5107 4.8931  0.3322
H 2.6266 1.1326 5.0983  0.2986
H 1.1222 0.2479 5.4401  0.2972
H 1.7712 1.3849 6.6216  0.5252
H -1.1951 2.9943 4.6921  0.0163
H -0.8190 2.3035 6.2807  0.4966
H -0.9984 1.2300 4.8953  0.1961

---

(4)
DFT (ωB97M-V/def2-TZVPD) results for a structure of composition C28H60ClF3N2NbO3 at a distorted geometry.

The HOMO-LUMO gap is 7.352 eV. For the calculated total energy, the calculation gives -2254.6497 Eh. The total charge is -1. As for the spin multiplicity: 1.

Each line ends with the Mulliken charge.
Cartesian coordinates (Å):
C 0.1176 -4.8174 -6.8497  0.1294
C -0.6023 -4.4443 -5.9811  -0.6989
C -1.6691 -3.8237 -5.0482  -0.4814
C -1.0265 -2.9920 -3.8570  -0.2588
C -1.5621 -1.4792 -3.7939  -0.4225
Nb -1.9306 -0.8902 -1.6281  -1.0292
Cl 0.3155 -1.8234 -1.1100  -0.2337
C -4.0230 -0.1887 -2.1963  -0.7216
C -4.0666 0.7817 -3.4335  0.1215
C -5.5866 1.0440 -3.8726  -0.5929
O -5.7559 0.5551 -5.2192  -0.3229
C -6.2692 1.5509 -6.0998  -0.7085
C -1.1266 1.2013 -2.0333  -0.9630
C 0.3693 1.4491 -1.6183  -0.2736
O 1.3310 1.1346 -2.6480  -0.2507
C 2.5757 1.7405 -2.4198  -0.6648
C 3.5754 0.7096 -1.7372  0.8706
F 4.8642 1.1786 -1.8981  -0.3106
F 3.3459 0.5618 -0.3953  -0.2220
F 3.4266 -0.4858 -2.3754  -0.2087
O -2.3856 -0.5143 0.3514  -0.8381
C -1.4409 0.3006 1.0317  0.7662
C -1.8237 0.3159 2.5963  -0.1749
C -2.8841 -0.7793 2.9862  -1.1929
H 0.8920 -5.1774 -7.5351  0.4224
H -2.2312 -4.6931 -4.6062  0.2658
H -2.4150 -3.2539 -5.6525  0.2756
H 0.0824 -3.0380 -3.9602  0.3180
H -1.3385 -3.5104 -2.9148  0.1623
H -0.7777 -0.8412 -4.2894  0.1210
H -2.5212 -1.4959 -4.3841  0.1407
H -2.6165 -2.5882 -1.3870  -0.0315
H -4.7532 -1.0246 -2.3357  0.4433
H -4.4044 0.4071 -1.3143  0.4193
H -3.5601 0.3985 -4.3494  0.1352
H -3.6281 1.7855 -3.2095  0.1926
H -6.2695 0.4581 -3.2037  0.3104
H -5.8485 2.1243 -3.7474  0.3492
H -7.3855 1.6132 -6.0282  0.2510
H -5.9682 1.2380 -7.1372  0.2293
H -5.8323 2.5672 -5.9294  0.3223
H -1.1960 1.4595 -3.1295  0.4601
H -1.7654 1.9327 -1.4715  0.6267
H 0.6894 0.9434 -0.6743  0.2755
H 0.4677 2.5625 -1.4189  0.2194
H 3.0236 2.1116 -3.3812  0.3390
H 2.5457 2.6224 -1.7298  0.3168
H -0.3879 -0.0764 0.9919  -0.0591
H -1.5263 1.3793 0.7132  -0.0663
H -2.1844 1.3383 2.8918  0.0550
H -0.8762 0.1343 3.1775  0.3063
H -2.9846 -0.7939 4.1046  0.3988
H -3.8470 -0.4837 2.4955  0.2354
H -2.5200 -1.7675 2.6050  0.2568
C 5.1184 -5.9926 2.4635  -1.4448
C 5.2335 -4.6868 1.6881  -0.2795
N 4.5406 -4.7013 0.4117  0.1600
C 4.8649 -3.5615 -0.4439  -1.0553
C 4.4549 -2.1623 0.0243  -0.1756
C 3.1288 -5.0527 0.4516  -0.7542
C 2.2132 -4.1865 1.3169  -0.4758
H 5.4714 -6.8375 1.8676  0.3262
H 5.7302 -5.9403 3.3676  0.4371
H 4.0924 -6.1928 2.7789  0.2918
H 6.2988 -4.5132 1.5055  0.4382
H 4.8900 -3.8639 2.3314  0.2498
H 4.4418 -3.7317 -1.4388  0.2911
H 5.9507 -3.5617 -0.5976  0.3933
H 3.3860 -1.9943 -0.0982  -0.0636
H 4.9647 -1.4120 -0.5820  0.2351
H 4.7227 -1.9734 1.0662  0.2556
H 3.0376 -6.0891 0.7941  0.3361
H 2.7369 -5.0773 -0.5694  0.3449
H 2.6481 -3.9547 2.2919  0.2335
H 1.2731 -4.7152 1.4987  0.4002
H 1.9584 -3.2554 0.8189  -0.1301
C 0.1441 3.2403 2.7524  -1.1448
C 0.6363 4.4816 3.4835  -0.4929
N -0.4256 5.2426 4.1249  0.1279
C 0.0066 6.5535 4.5893  -0.6950
C 1.0579 6.6075 5.7010  -0.9674
C -1.2745 4.5025 5.0478  -0.6143
C -0.6028 3.8141 6.2392  -1.0322
H -0.6187 3.4936 2.0124  0.3344
H 0.9763 2.7666 2.2264  0.4452
H -0.2681 2.4985 3.4373  0.0796
H 1.1259 5.1205 2.7420  0.4616
H 1.4156 4.1829 4.1993  0.2534
H -0.8701 7.1286 4.9053  0.3521
H 0.4019 7.0996 3.7255  0.4121
H 0.6306 6.3628 6.6736  0.2239
H 1.4586 7.6221 5.7780  0.3961
H 1.9001 5.9404 5.5108  0.2706
H -1.8155 3.7413 4.4774  0.2729
H -2.0628 5.1640 5.4209  0.3420
H 0.3175 3.2976 5.9615  0.2454
H -1.2810 3.0659 6.6597  0.3890
H -0.3786 4.5197 7.0395  0.3165